2 unconnected molecules or ions with the total composition C3H9N3O2, computed with ωB97M-V/def2-TZVPD.

XYZ file:
```
17
Properties=species:S:1:pos:R:3:forces:R:3
H -2.74362 1.51406 -0.51414 0.2 0.1 0.0
C -0.94687 1.07041 -1.22604 0.1 0.1 0.2
O -0.47674 -0.25709 1.77139 -0.1 0.1 0.0
H -1.49131 2.20519 0.36640 0.1 0.0 0.1
N 1.71863 -0.53787 1.34285 0.0 -0.4 -0.1
C 0.12717 -1.99283 0.22827 0.0 0.0 -0.2
H -0.93857 -2.17982 0.17335 -0.1 0.0 0.1
H 1.96696 0.11479 2.06019 0.0 0.1 0.1
H 2.43538 -1.13894 0.97335 -0.1 0.1 0.0
H 0.47383 -1.73675 -0.77376 0.0 0.1 0.0
H 0.96420 0.96131 -1.76074 0.1 -0.1 0.0
C 0.40047 -0.86243 1.18803 0.1 0.0 0.0
H 0.60651 2.32598 -0.84627 0.0 -0.2 0.1
O -1.32590 0.16555 -1.93611 0.0 -0.2 -0.2
N 0.39648 1.35173 -1.02839 -0.1 0.4 -0.2
N -1.80667 1.90294 -0.54119 -0.4 -0.2 0.0
H 0.64006 -2.90623 0.52281 0.1 0.0 0.1
```
Positions in Å, forces in eV/Å.

## Properties
HOMO energy in eV: -9.7717
HOMO-LUMO gap in eV: 10.55
Energy relative to the best compared isomer or geometry (same formula, charge and spin) in kJ/mol: 11.15
Spin multiplicity: 1
Maximum force in eV/Å: 0.5
LUMO in eV: 0.8
SMILES: CC(N)=O.NC(N)=O
Total energy in Ha: -434.52192
M in Da: 119.12